A | {
  "formula": "C2H8IN2",
  "method": "ωB97M-V/def2-TZVPD",
  "orbital_gap_ev": [3.664, 3.666],
  "charge": 1,
  "e_homo_ev": [-12.727, -12.730],
  "species": ["C", "C", "N", "N", "I", "H", "H", "H", "H", "H", "H", "H", "H"],
  "positions_angstrom": [[1.64248, -1.22158, 1.58550], [-1.30810, 0.06139, -1.39777], [-1.83835, 1.04363, -2.12070], [-0.42611, 0.19251, -0.49409], [2.88313, -2.38850, 3.90496], [1.38302, -0.58530, 2.42773], [1.33547, -2.26430, 1.67184], [2.65922, -1.09773, 1.23623], [-1.67371, -0.94262, -1.59557], [-1.53898, 1.99916, -1.97806], [-2.55514, 0.87424, -2.80752], [0.94324, -0.84982, 0.77021], [-0.04070, 1.10344, -0.27573]],
  "nbo_charge": [-0.952, 0.320, -0.781, -0.740, 0.655, 0.254, 0.257, 0.251, 0.188, 0.402, 0.414, 0.381, 0.352]
}

B | {
  "formula": "C2H8IN2",
  "method": "ωB97M-V/def2-TZVPD",
  "orbital_gap_ev": 10.289,
  "charge": 1,
  "e_homo_ev": -13.394,
  "species": ["C", "C", "N", "N", "I", "H", "H", "H", "H", "H", "H", "H", "H"],
  "positions_angstrom": [[0.54797, -0.91295, 0.34848], [1.24180, 0.43779, 0.52270], [1.95142, 1.17507, -0.34352], [-0.38154, 0.18790, 0.12775], [-3.84505, -0.47123, -0.44710], [0.73622, -1.55736, -0.62830], [0.39405, -1.57785, 1.19230], [1.34425, 0.61052, 1.58356], [2.24771, 0.97722, -1.42153], [2.00700, 2.19113, -0.16186], [-0.90842, 0.66733, 0.84115], [-0.96635, 0.22279, -0.73020], [-4.36906, -1.95037, -0.88343]],
  "nbo_charge": [-0.239, 0.185, -0.800, -0.667, -0.127, 0.259, 0.253, 0.245, 0.445, 0.420, 0.428, 0.454, 0.142]
}

Which is the most stable structure? B is the most stable.